ORCA calculation (ωB97M-V/def2-TZVPD) on an isolated ion of composition C6H12Cl2N4 and charge +2 in a non-equilibrium geometry.

```
24
Properties=species:S:1:pos:R:3
H -1.096 0.258 2.058
H -2.325 1.487 1.830
H 0.019 1.635 -2.514
C -1.611 0.487 0.026
H -1.525 1.440 -0.587
N 2.092 -0.059 1.482
C 0.560 0.117 -1.049
H -0.445 1.720 1.423
N 1.801 0.348 -0.822
H -1.222 -3.045 1.445
H 0.733 0.061 -3.032
Cl 0.891 -2.789 -0.272
H -2.249 -1.704 1.169
H 2.620 -0.036 2.304
N -0.426 -0.496 -0.277
H 2.360 0.923 -1.556
C -0.011 0.446 -2.341
C 2.548 0.486 0.437
C -0.421 -1.743 0.220
H -0.972 0.111 -2.597
H -2.529 -0.114 -0.074
C -1.353 1.031 1.450
Cl 3.895 1.540 0.255
N -1.335 -2.105 1.022
```

Calculated values
* SMILES: [H]/N=C(Cl)/[NH+]=C(/C)N(CC)C(=[NH2+])Cl
* net charge: +2
* ΔE to the lowest compared entry with this formula, charge and spin: 0.0 kJ/mol
* HOMO-LUMO gap: 9.27 eV


ORCA calculation (ωB97M-V/def2-TZVPD) on the molecule C3H7NO in a non-equilibrium geometry.

```
12
Properties=species:S:1:pos:R:3
C 2.071 0.231 0.026
H -2.809 0.329 -0.804
N 0.051 -1.064 0.021
H 2.119 0.665 0.998
H -0.256 0.927 -0.315
H -2.441 0.248 0.929
H -2.252 -1.208 0.079
C -2.128 -0.141 0.036
H 3.165 0.064 -0.036
C -0.688 -0.055 -0.132
O 1.397 -0.974 -0.111
H 1.771 0.976 -0.691
```

Calculated values
* SMILES: C/C=N/OC
* net charge: 0
* ΔE to the lowest compared entry with this formula, charge and spin: 347.1 kJ/mol
* HOMO-LUMO gap: 10.51 eV


ORCA calculation (ωB97M-V/def2-TZVPD) on a 2-piece molecular cluster, C3H5NO3 overall in a non-equilibrium geometry.

```
12
Properties=species:S:1:pos:R:3
H 0.770 1.543 1.903
O -0.652 0.123 2.091
O 1.171 -1.671 1.575
H 1.350 0.990 -1.277
H -0.042 -0.854 -2.263
C 0.565 0.433 -0.727
O 2.703 -0.085 1.305
H -0.806 -0.863 2.088
C 0.550 0.418 1.701
H -0.864 -1.309 -0.671
C -0.157 -0.558 -1.163
N 1.556 -0.472 1.537
```

Calculated values
* net charge: 0
* ΔE to the lowest compared entry with this formula, charge and spin: 812.4 kJ/mol
* HOMO-LUMO gap (alpha / beta): 7.96 / 8.01 eV